Record 1
A 10-piece molecular cluster, C13H44F6O9P overall. Source: OMol25; level of theory: ωB97M-V/def2-TZVPD.

Each line ends with the Löwdin spin population.
Atoms and positions in Å:
P1 0.23921 0.17632 -0.08354  0.0000
F1 1.61019 0.97799 0.30230  0.0001
F2 0.36052 1.14286 -1.41319  0.0001
F3 1.09156 -1.05967 -0.68565  0.0000
F4 -1.17370 -0.50552 -0.43375  0.0004
F5 0.31677 -0.60499 1.35606  0.0000
F6 -0.71188 1.37669 0.56455  0.0020
C1 -1.53135 -1.41479 -3.32765  0.0000
O1 -1.65592 -1.92368 -4.61394  0.0001
H1 -0.71702 -0.69415 -3.25253  0.0000
H2 -2.41273 -0.84146 -3.04031  0.0000
H3 -1.56199 -2.19695 -2.56911  0.0000
H4 -2.17623 -2.73036 -4.60171  0.0000
C2 -2.47778 2.02699 -2.70146  0.0026
O2 -3.05827 3.07916 -3.45368  0.0029
H5 -1.84534 2.50646 -1.95431  0.0007
H6 -3.26671 1.43231 -2.24098  0.0011
H7 -1.87325 1.45089 -3.40200  0.0000
H8 -2.38672 3.43986 -4.03721  0.0001
C3 4.33437 0.18183 -1.55536  0.0000
O3 5.26782 -0.69329 -2.31286  0.0000
H9 4.99863 0.57407 -0.78529  0.0000
H10 3.82904 0.97188 -2.11086  0.0000
H11 3.53249 -0.34677 -1.03994  0.0000
H12 5.59398 -1.36230 -1.70653  0.0000
C4 -0.37882 -5.94892 0.57511  0.0000
C5 -0.08344 -4.56225 -0.07027  0.0000
O4 0.70200 -3.77461 0.76456  0.0000
H13 0.55334 -6.49698 0.71224  0.0000
H14 -1.07562 -6.50395 -0.05300  0.0000
H15 -0.80061 -5.86090 1.57633  0.0000
H16 -1.00591 -4.06585 -0.37149  0.0000
H17 0.47195 -4.74121 -0.99093  0.0000
H18 0.60502 -2.84545 0.54351  0.0000
C6 4.71433 0.10239 4.58352  0.0000
C7 3.95768 0.12138 3.25925  0.0000
O5 2.52840 0.07451 3.34958  0.0000
H19 5.77856 0.15259 4.35331  0.0000
H20 4.43260 -0.77047 5.17247  0.0000
H21 4.46648 0.94228 5.23257  0.0000
H22 4.30948 -0.60788 2.52951  0.0000
H23 4.26317 0.98322 2.66594  0.0000
H24 2.29717 -0.32666 2.50863  0.0000
C8 -5.59676 1.85350 -0.41702  0.0098
C9 -4.55232 1.07330 0.27736  0.1261
O6 -3.87039 1.96750 1.14989  0.6818
H25 -6.30513 1.24641 -0.98074  -0.0009
H26 -5.14566 2.57972 -1.09319  0.0053
H27 -6.23967 2.42078 0.25600  0.0019
H28 -3.83666 0.56893 -0.37190  0.0456
H29 -5.04136 0.31513 0.88901  0.0656
H30 -3.21537 1.51331 1.68492  0.0090
C10 1.83804 5.74006 -0.65600  0.0000
C11 1.54091 4.27732 -0.67531  0.0000
O7 2.08192 3.64163 0.50655  0.0000
H31 1.85831 6.09492 -1.68642  0.0000
H32 2.80040 6.01734 -0.22579  0.0000
H33 1.08768 6.21772 -0.02598  0.0000
H34 1.95841 3.87421 -1.59797  0.0000
H35 0.46217 4.13125 -0.73091  0.0000
H36 1.74656 2.74266 0.53782  0.0000
C12 -1.83537 -2.10291 2.96766  0.0039
C13 -2.77414 -1.00906 2.55827  0.0058
O8 -2.18898 0.27017 2.48462  0.0318
H37 -1.07003 -2.30527 2.21838  0.0000
H38 -2.32063 -3.07366 3.06896  0.0001
H39 -1.40727 -1.97265 3.96157  0.0003
H40 -3.66963 -1.03365 3.17923  -0.0002
H41 -3.10281 -1.24831 1.54692  0.0033
H42 -1.41243 0.35288 1.92631  0.0006
O9 2.61651 -1.92821 -2.93332  0.0000
H43 3.48855 -1.57797 -2.75134  0.0000
H44 2.04366 -1.48177 -2.30981  0.0000

As for the LUMO energy (spin up / spin down): -0.386 / -6.859 eV. Its multiplicity is 2. As for the HOMO-LUMO gap (spin up / spin down): 9.083 / 2.610 eV. Its energy is -2139.35238 Eh. Its molar mass is 489.448 Da.

***

Record 2
C13H45BO7 as an isolated structure. Source: OMol25; level of theory: ωB97M-V/def2-TZVPD.

Each line ends with the Mulliken charge.
Atoms and positions in Å:
O1 -0.98059 0.61709 1.73842  -0.2093
H1 -0.91270 1.26730 2.44143  0.4394
H2 -1.90630 0.66405 1.48849  0.4912
H3 -0.39694 0.77419 0.99258  0.6610
O2 0.94349 3.01316 -0.07012  -0.4170
H4 0.19377 3.59278 0.08340  0.3629
H5 0.66435 2.09581 -0.11644  0.2885
H6 1.40623 3.26305 -0.87325  0.4645
B1 -1.14638 3.34012 1.06920  0.5314
H7 -1.33159 2.28110 0.97743  -1.6877
H8 -0.24270 3.55912 1.61659  -0.0734
H9 -1.09494 3.81229 0.10036  -0.1606
H10 -2.00316 3.74071 1.58853  -0.3078
C1 -0.00907 0.12955 -0.65506  -2.2440
O3 0.11011 1.24495 0.11186  -0.7170
H11 0.48367 -0.71457 -0.17259  -0.8076
H12 -1.05532 -0.15258 -0.77277  1.4116
H13 0.46441 0.30405 -1.62123  0.7486
C2 -1.95390 -1.51678 1.44615  -2.0437
C3 -2.81461 -1.91000 0.30521  0.8247
C4 -1.91134 -2.53196 -0.78528  -1.2116
O4 -3.66135 -3.00250 0.70707  -0.5884
H14 -1.03514 -0.96416 1.24972  0.6668
H15 -1.55057 -2.39884 1.94353  0.5968
H16 -2.58294 -1.03066 2.19188  0.5065
H17 -3.38614 -1.01778 0.04944  0.2290
H18 -2.48953 -2.81080 -1.66621  0.4382
H19 -1.21910 -3.32060 -0.49040  0.2592
H20 -1.21435 -1.76922 -1.13246  0.2097
H21 -4.14278 -2.74734 1.49746  0.3580
C5 3.24603 -0.33055 -1.19434  -1.3668
C6 3.31936 0.51219 0.09280  1.7114
C7 2.91099 -0.17171 1.37696  -1.2130
O5 4.64312 0.90321 0.17154  -0.6326
H22 2.22854 -0.72085 -1.21626  0.2284
H23 3.98842 -1.12379 -1.10646  0.3460
H24 3.36360 0.27902 -2.09027  0.3774
H25 2.67762 1.38024 -0.05812  -0.5691
H26 3.63497 -0.90652 1.72913  0.5252
H27 2.13414 -0.90627 1.16475  -0.6616
H28 2.63066 0.61499 2.07740  0.4411
H29 4.79742 1.55722 0.85715  0.4013
C8 -0.38185 3.08661 -2.28971  -0.7913
C9 -1.83732 2.61005 -2.05887  0.2831
C10 -2.23331 1.36366 -2.85895  -1.2641
O6 -1.99769 2.22580 -0.69776  -0.5989
H30 -0.35777 3.99214 -1.68347  0.4238
H31 -0.16596 3.33414 -3.32905  0.4925
H32 0.35500 2.35504 -1.95812  -0.2025
H33 -2.54814 3.39317 -2.32261  0.5293
H34 -1.64324 0.51566 -2.51136  0.2940
H35 -2.20890 1.65218 -3.90979  0.4711
H36 -3.28442 1.19261 -2.62658  0.3060
H37 -1.38293 1.49016 -0.64781  0.1291
C11 0.95938 -2.10826 1.95144  -2.4727
C12 0.83960 -3.38667 1.20630  1.0554
C13 1.24244 -3.14034 -0.19684  -1.1158
O7 1.68110 -4.34636 1.65326  -0.6007
H38 0.25579 -2.06759 2.78295  0.4633
H39 0.59718 -1.22995 1.41713  1.1949
H40 1.98971 -1.85850 2.20469  0.8144
H41 -0.18024 -3.75609 1.31382  0.6048
H42 0.73181 -2.30883 -0.68260  0.1667
H43 1.30054 -3.95650 -0.91698  0.3350
H44 2.25824 -2.78476 -0.36952  0.4479
H45 1.21148 -5.16626 1.48348  0.4270

As for the LUMO energy: 0.327 eV. As for the HOMO-LUMO gap: 8.041 eV. Its energy is -1073.20732 Eh. Its molar mass is 324.308 Da.

***

Record 3
A 11-piece molecular cluster, C13H45F3N18O12 overall. Source: OMol25; level of theory: ωB97M-V/def2-TZVPD.

Each line ends with the Mulliken charge.
Atoms and positions in Å:
O1 0.30663 3.16340 0.67202  -0.2752
H1 1.01708 3.38035 0.06392  0.7068
H2 0.20946 3.75383 1.42271  0.4757
H3 0.42307 2.27203 1.00891  -0.2366
C1 1.55190 -0.16218 0.73860  -0.6266
O2 0.37426 0.53959 0.04526  0.6490
O3 1.93724 0.86306 1.62251  -0.2369
C2 1.09720 -1.64284 1.34550  0.3339
F1 1.78509 -1.91239 2.45127  -0.2572
F2 -0.19266 -1.71058 1.67403  -0.3027
F3 1.30423 -2.60858 0.41854  -0.3213
C3 0.02702 0.24532 -1.28119  -0.5724
C4 -0.70357 1.47604 -1.91617  -0.8203
H4 -0.16985 2.42264 -1.83130  0.1736
H5 -0.91140 1.27932 -2.96794  0.3197
H6 -1.66828 1.68579 -1.45419  0.1120
H7 -0.74062 -0.52830 -1.29961  0.4182
H8 0.86079 0.08146 -1.96390  0.2743
H9 2.33998 -0.34782 0.00884  0.5149
C5 1.42879 -6.13510 1.18563  0.4253
O4 1.50850 -7.37072 1.38333  -0.7158
N1 1.48763 -5.64197 -0.02172  -0.3160
N2 1.30056 -5.25371 2.13161  -0.3040
H10 1.90232 -6.18279 -0.76715  0.1742
H11 1.08758 -4.72418 -0.15483  0.3489
H12 1.42742 -5.62391 3.06271  0.2329
H13 1.51257 -4.28103 1.96115  0.2085
C6 -0.92398 2.36768 3.57784  0.7490
O5 -0.91128 3.34989 2.88894  -0.7831
N3 -0.04869 1.40008 3.69497  -0.0221
N4 -1.90799 2.13806 4.36880  -0.4216
H14 0.69737 1.36580 3.01503  -0.4326
H15 -0.37634 0.59681 4.21217  0.2524
H16 -1.81030 1.45425 5.10565  0.1606
H17 -2.54948 2.91480 4.44130  0.2841
C7 -1.28631 -3.94749 -2.85739  0.6414
O6 -1.47430 -2.77677 -2.63371  -0.5932
N5 -2.10681 -4.75999 -3.41221  -0.3569
N6 -0.17468 -4.66369 -2.62591  -0.3289
H18 -1.79239 -5.71971 -3.42456  0.0930
H19 -3.01750 -4.56993 -3.80543  0.2205
H20 0.72829 -4.38723 -2.26771  0.1815
H21 -0.30847 -5.66323 -2.68175  0.1503
C8 -4.40755 1.88143 -3.45173  0.6342
O7 -3.93923 0.73490 -3.47079  -0.6625
N7 -4.52395 2.56774 -2.29874  -0.3361
N8 -4.87481 2.58497 -4.39406  -0.3717
H22 -4.92493 3.48817 -2.18867  0.1545
H23 -4.49215 1.99153 -1.46984  0.1578
H24 -5.10926 2.17413 -5.28644  0.2808
H25 -5.41808 3.41450 -4.20212  0.1689
C9 4.16466 2.89202 3.57663  0.5332
O8 5.14331 3.56142 3.97845  -0.7786
N9 3.44759 3.28309 2.60193  -0.3185
N10 3.77558 1.72069 3.97371  -0.0220
H26 2.92482 2.52478 2.18748  0.2987
H27 4.10089 3.88594 2.12248  0.2287
H28 4.23162 1.14065 4.66340  0.0761
H29 3.08131 1.21337 3.44386  0.0457
C10 3.40110 3.39669 -0.97634  0.6143
O9 2.41025 3.88803 -0.46457  -0.8111
N11 4.09160 3.92947 -1.88389  -0.3857
N12 3.84669 2.18019 -0.64984  -0.2086
H30 4.89421 3.45161 -2.26802  0.1598
H31 3.67677 4.75971 -2.28228  0.2984
H32 4.70234 1.79804 -1.02656  0.1944
H33 3.36696 1.74954 0.12766  0.0071
C11 3.12760 -1.13508 5.16900  0.5015
O10 3.69103 -0.40323 5.97568  -0.7315
N13 1.85966 -1.06619 4.92691  -0.4151
N14 3.83821 -1.88520 4.35926  -0.3074
H34 1.46153 -0.24435 5.35836  0.2657
H35 1.57376 -1.35342 4.00178  0.3583
H36 3.41717 -2.51663 3.69283  0.1818
H37 4.84300 -1.80057 4.41708  0.2138
C12 -4.04390 0.85625 1.01870  0.7879
O11 -4.65829 1.81536 0.56551  -0.8135
N15 -2.77551 0.63662 0.92909  0.0809
N16 -4.62420 -0.09661 1.68197  -0.4112
H38 -2.16031 1.14191 0.30756  -0.2622
H39 -2.34687 -0.21444 1.26384  0.0181
H40 -4.12844 -0.85698 2.12485  0.1268
H41 -5.54947 0.05048 2.05925  0.2519
C13 -2.88670 -0.75112 -6.44549  0.6343
O12 -3.95703 -1.09548 -5.96607  -0.6548
N17 -2.38090 0.33788 -5.94981  -0.3123
N18 -2.35037 -1.05365 -7.55550  -0.3764
H42 -1.81860 1.03638 -6.41459  0.2129
H43 -2.83449 0.70866 -5.12708  0.0966
H44 -2.69606 -1.75059 -8.19961  0.2335
H45 -1.41066 -0.70866 -7.68979  0.1849

As for the LUMO energy: 0.058 eV. As for the HOMO-LUMO gap: 8.841 eV. Its energy is -2710.57560 Eh. Its molar mass is 702.611 Da.

***

Question: Which formula does entry 1 have?
Answer: C13H44F6O9P

***

Question: The highest energy belongs to which entry?
Answer: C13H45BO7

***

Question: Which of these has the highest energy?
Answer: C13H45BO7

***

Question: The lowest energy belongs to which entry?
Answer: C13H45F3N18O12